Formula: C36H54N4O3ReS
Source: OMol25
Level of theory: the ωB97M-V functional and the def2-TZVPD basis

As for the calculated total energy: -2325.10743 Eh. Its LUMO energy (spin up / spin down) is 4.4245 / 4.4034 eV. For the HOMO-LUMO gap (spin up / spin down), the calculation gives 2.8 / 3.4 eV. For the HOMO energy (spin up / spin down), the calculation gives 0.061 / 0.035 Eh.

The geometry in ORCA input format:
```
! RIJCOSX wB97M-V def2-TZVPD def2/J DEFGRID3
* xyz -2 4
Re -0.055 0.000 -0.011
C -2.081 -3.768 0.280
C -1.280 -1.648 0.065
N -0.966 -2.977 0.316
H -4.174 -3.211 -0.046
N -2.660 -1.686 -0.078
H -2.058 -4.817 0.464
C 0.055 -0.042 -2.076
C 0.662 0.991 -2.827
C 0.653 0.988 -4.227
C 0.040 -0.043 -4.948
C -0.563 -1.074 -4.214
C -0.570 -1.077 -2.815
H 1.131 1.838 -2.315
H 1.143 1.815 -4.762
H -1.041 -1.905 -4.749
H -1.056 -1.910 -2.297
C 0.029 -0.034 -6.448
H -0.382 -0.970 -6.826
H 1.039 0.095 -6.844
H -0.582 0.790 -6.827
C 0.400 -3.527 0.541
C 0.309 -4.987 0.972
C 1.212 -3.439 -0.753
H -0.061 -5.620 0.166
H 1.315 -5.336 1.220
H -0.311 -5.110 1.861
H 1.931 -3.288 2.039
H 0.374 -2.581 2.513
H 1.063 -2.493 -1.276
C 1.055 -2.744 1.673
H 0.905 -4.235 -1.436
H 2.281 -3.559 -0.535
H 1.421 -1.767 1.358
C -3.137 -2.964 0.012
C -3.622 -0.138 -1.779
H -3.722 -1.028 -2.406
H -4.493 0.505 -1.957
C -3.580 -0.522 -0.298
H -3.555 1.579 0.231
C -4.996 -0.896 0.148
H -5.002 -1.360 1.135
H -2.725 0.411 -2.088
H -1.924 0.767 0.465
H -5.481 -1.551 -0.577
H -5.588 0.020 0.205
C -3.065 0.642 0.557
H -3.300 0.459 1.619
C 3.134 2.970 0.211
N 2.660 1.683 0.163
H 2.028 4.848 0.091
N 0.957 2.994 0.004
H 4.164 3.202 0.298
C 3.573 0.506 0.358
C 5.013 0.905 0.028
C 3.496 0.062 1.825
H 5.444 1.546 0.801
H 5.623 -0.001 -0.012
H 5.085 1.395 -0.945
H 3.713 -1.530 -0.320
H 3.393 -0.359 -1.627
H 2.483 0.154 2.233
C 3.154 -0.620 -0.587
H 4.172 0.673 2.433
H 3.808 -0.986 1.919
H 2.065 -0.833 -0.523
C 2.070 3.790 0.109
C -1.175 3.387 1.199
H -0.800 4.099 1.939
H -2.249 3.565 1.049
C -0.427 3.568 -0.123
H -2.183 3.232 -1.344
C -0.346 5.058 -0.440
H 0.258 5.256 -1.327
H -1.043 2.385 1.617
H -1.222 1.796 -1.138
H 0.038 5.625 0.409
H -1.359 5.420 -0.640
C -1.148 2.877 -1.274
H -0.638 3.067 -2.223
C 1.295 1.675 0.066
C -1.065 2.141 8.709
C -1.133 1.666 7.298
C -1.887 0.529 7.007
C -1.949 0.036 5.716
C -1.257 0.742 4.743
C -0.484 1.881 4.977
C -0.449 2.341 6.282
S -1.101 -0.371 3.146
O 0.040 -0.754 4.010
O -2.106 -1.356 2.711
O 0.333 0.193 1.694
H -2.063 2.374 9.098
H -0.640 1.367 9.362
H -0.445 3.038 8.802
H -2.419 -0.009 7.783
H -2.493 -0.879 5.460
H 0.072 2.356 4.161
H 0.138 3.229 6.504
*
```